{
  "formula": "C8H15N4",
  "method": "ωB97M-V/def2-TZVPD",
  "species": ["C", "C", "C", "C", "C", "C", "C", "C", "N", "N", "N", "N", "H", "H", "H", "H", "H", "H", "H", "H", "H", "H", "H", "H", "H", "H", "H"],
  "xyz": [[0.5790, 1.4149, 0.8507], [1.7979, 1.1338, 1.3690], [2.2406, -0.4147, -0.3801], [-2.8484, 0.3106, 0.0673], [-2.4884, -0.8051, -0.8751], [-0.0138, 0.5898, -0.2185], [-1.5806, -0.3862, 0.2857], [-1.1718, -1.1878, 1.4904], [2.6235, 0.1963, 0.7663], [0.9479, -0.4076, -0.7319], [3.0766, -1.1566, -1.1772], [-0.2508, 1.4138, -1.4151], [-0.0161, 2.0758, 1.2519], [2.3460, 1.8366, 1.9564], [-2.8044, 1.3653, -0.2880], [-3.5897, 0.1696, 0.8373], [-3.1641, -1.6893, -0.7843], [-2.3054, -0.5533, -1.8407], [-2.1664, -1.4851, 1.9461], [-0.7782, -0.5275, 2.3794], [-0.5335, -2.1111, 1.2363], [3.5156, -0.0037, 1.1908], [0.7319, -0.6349, -1.6280], [4.0843, -1.2939, -1.0809], [2.7799, -1.3716, -2.1341], [0.1182, 2.2681, -1.3318], [-1.1299, 1.2535, -1.7419]],
  "homo_lumo_gap_ha": 0.34669,
  "lumo_ha": -0.112,
  "relative_energy_kj_mol": 158.6,
  "e_tot_ev": -14490.95059,
  "total_charge": 1
}